# 1
{
  "formula": "CH5N2OP",
  "method": "the ωB97M-V functional and the def2-TZVPD basis",
  "elements": ["N", "N", "C", "P", "O", "H", "H", "H", "H", "H"],
  "coordinates": [[0.96, -1.10, 0.22], [0.29, 0.12, 0.73], [-0.15, 1.17, -0.22], [-1.80, 0.01, 0.24], [-1.94, -0.95, -0.85], [0.41, -1.98, 0.34], [1.26, -1.02, -0.81], [0.79, 0.51, 1.44], [0.03, 2.18, 0.26], [0.15, 1.06, -1.35]],
  "lowdin_charge": [-0.015, -0.316, -0.316, 0.781, -0.542, 0.075, 0.104, 0.068, 0.069, 0.093],
  "lumo_energy_ev": 1.02,
  "e_tot_ha": -567.12721,
  "orbital_gap_ev": 9.5,
  "de_lowest_kj_mol": 229.3,
  "total_charge": 0,
  "homo_ev": -8.47,
  "smiles": "N[N@H+]1CP1[O-]"
}

***

# 2
{
  "formula": "C14H18N2O6",
  "method": "the ωB97M-V functional and the def2-TZVPD basis",
  "elements": ["N", "C", "C", "C", "C", "O", "O", "C", "O", "N", "C", "C", "C", "C", "C", "C", "O", "C", "C", "C", "O", "O", "H", "H", "H", "H", "H", "H", "H", "H", "H", "H", "H", "H", "H", "H", "H", "H", "H", "H"],
  "coordinates": [[-2.48, 0.79, 0.27], [-1.04, 0.70, 0.08], [-0.55, 2.00, -0.50], [-0.94, 3.25, 0.24], [-0.39, 4.53, -0.31], [-0.17, 5.48, 0.39], [-0.43, 4.58, -1.66], [-0.28, 0.33, 1.40], [0.39, 1.13, 2.06], [-0.51, -0.91, 1.98], [-0.86, -2.13, 1.23], [0.40, -2.95, 0.78], [1.16, -2.06, -0.23], [0.94, -2.22, -1.61], [1.61, -1.46, -2.56], [2.51, -0.50, -2.17], [3.19, 0.21, -3.07], [2.84, -0.36, -0.81], [2.18, -1.16, 0.10], [-1.86, -3.05, 1.95], [-1.93, -4.22, 1.75], [-2.63, -2.41, 2.85], [-2.85, -0.10, 0.53], [-2.67, 1.38, 1.11], [-0.81, -0.14, -0.63], [-0.76, 2.07, -1.59], [0.55, 1.91, -0.42], [-2.03, 3.40, 0.20], [-0.70, 3.17, 1.28], [-0.18, 5.47, -1.91], [0.13, -1.01, 2.76], [-1.37, -1.78, 0.33], [0.08, -3.87, 0.31], [1.01, -3.22, 1.68], [0.37, -3.08, -1.94], [1.36, -1.53, -3.61], [2.92, -0.10, -3.96], [3.55, 0.37, -0.51], [2.49, -0.98, 1.16], [-2.22, -1.52, 3.08]],
  "lowdin_charge": [0.075, -0.323, -0.159, -0.110, -0.512, 0.104, 0.109, -0.408, 0.067, 0.091, -0.207, -0.060, -0.229, -0.039, -0.029, -0.355, 0.070, 0.003, -0.052, -0.495, 0.144, 0.102, 0.055, 0.109, 0.141, 0.133, 0.126, 0.135, 0.114, 0.121, 0.151, 0.139, 0.109, 0.141, 0.118, 0.116, 0.126, 0.116, 0.133, 0.128],
  "lumo_energy_ev": 0.43,
  "e_tot_ha": -1105.28188,
  "orbital_gap_ev": 9.3,
  "de_lowest_kj_mol": 42.7,
  "total_charge": 0,
  "homo_ev": -8.91,
  "smiles": "N[C@@H](CCC(=O)O)C(=O)N[C@@H](Cc1ccc(O)cc1)C(=O)O"
}

***

# 3
{
  "formula": "C49H42BN11PTi",
  "method": "the ωB97M-V functional and the def2-TZVPD basis",
  "elements": ["Ti", "C", "C", "N", "N", "C", "B", "N", "C", "C", "C", "N", "N", "C", "C", "C", "N", "N", "C", "C", "C", "N", "H", "H", "H", "H", "H", "H", "H", "H", "H", "H", "H", "H", "N", "C", "C", "C", "C", "C", "C", "C", "C", "C", "C", "C", "C", "N", "C", "C", "C", "C", "N", "H", "H", "H", "H", "H", "H", "H", "H", "H", "H", "C", "C", "C", "C", "C", "C", "C", "P", "C", "C", "C", "C", "C", "C", "C", "C", "C", "C", "C", "C", "C", "C", "H", "H", "H", "H", "H", "H", "H", "H", "H", "H", "H", "H", "H", "H", "H", "H", "H", "H", "H", "H"],
  "coordinates": [[-0.21, -0.47, -0.24], [-0.14, 0.32, 4.67], [-0.51, 0.75, 3.40], [-0.27, -0.18, 2.48], [0.26, -1.23, 3.16], [0.36, -0.95, 4.48], [0.78, -2.43, 2.34], [1.94, -1.86, 1.45], [3.23, -2.20, 1.51], [3.96, -1.30, 0.75], [3.00, -0.43, 0.24], [1.78, -0.76, 0.67], [-0.40, -2.93, 1.45], [-1.08, -4.09, 1.56], [-2.20, -4.01, 0.77], [-2.15, -2.74, 0.20], [-1.06, -2.09, 0.63], [1.32, -3.63, 3.10], [1.77, -4.77, 2.50], [2.14, -5.65, 3.47], [1.87, -4.97, 4.67], [1.38, -3.77, 4.44], [-0.22, 0.86, 5.60], [-0.95, 1.70, 3.14], [0.75, -1.67, 5.16], [3.57, -3.03, 2.10], [5.02, -1.30, 0.56], [3.17, 0.42, -0.40], [-0.73, -4.88, 2.20], [-2.95, -4.77, 0.62], [-2.84, -2.28, -0.49], [1.81, -4.86, 1.42], [2.53, -6.65, 3.35], [2.01, -5.30, 5.69], [-3.98, -3.37, -9.45], [-3.55, -3.01, -8.45], [-3.02, -2.58, -7.19], [-1.78, -1.96, -7.11], [-1.28, -1.56, -5.89], [-2.00, -1.76, -4.71], [-3.26, -2.36, -4.81], [-3.76, -2.78, -6.03], [-1.47, -1.37, -3.40], [-2.25, -0.55, -2.55], [-3.52, 0.01, -2.84], [-3.94, 0.68, -1.70], [-2.94, 0.52, -0.76], [-1.89, -0.20, -1.26], [-0.24, -1.94, -2.97], [0.46, -2.97, -3.64], [1.48, -3.39, -2.78], [1.38, -2.62, -1.64], [0.35, -1.72, -1.74], [-1.21, -1.79, -8.02], [-0.31, -1.08, -5.83], [-3.84, -2.53, -3.91], [-4.73, -3.26, -6.09], [-4.03, -0.04, -3.79], [-4.86, 1.23, -1.55], [-2.91, 0.91, 0.23], [0.22, -3.37, -4.61], [2.21, -4.17, -2.98], [2.01, -2.69, -0.77], [1.10, 5.03, -1.14], [1.59, 4.39, 0.14], [2.80, 4.89, 0.63], [3.39, 4.41, 1.79], [2.78, 3.38, 2.47], [1.59, 2.85, 1.99], [0.96, 3.35, 0.84], [-0.62, 2.40, 0.47], [-1.89, 3.49, 1.27], [-1.68, 4.87, 1.16], [-2.57, 5.80, 1.66], [-3.72, 5.36, 2.31], [-3.92, 4.00, 2.46], [-3.03, 3.05, 1.96], [-3.43, 1.62, 2.26], [-0.86, 2.74, -1.32], [-1.84, 3.53, -1.87], [-2.00, 3.61, -3.25], [-1.20, 2.85, -4.10], [-0.24, 2.02, -3.57], [-0.01, 1.96, -2.17], [1.02, 1.19, -1.63], [1.65, 5.96, -1.32], [0.04, 5.27, -1.12], [1.27, 4.37, -1.99], [3.28, 5.70, 0.09], [4.32, 4.84, 2.14], [3.23, 2.97, 3.37], [1.16, 2.02, 2.51], [-0.78, 5.23, 0.69], [-2.38, 6.86, 1.55], [-4.44, 6.07, 2.70], [-4.80, 3.65, 2.98], [-3.62, 1.52, 3.33], [-2.68, 0.88, 2.00], [-4.35, 1.37, 1.74], [-2.50, 4.11, -1.22], [-2.77, 4.25, -3.66], [-1.35, 2.90, -5.17], [0.38, 1.42, -4.22], [1.46, 1.51, -0.69], [1.68, 0.67, -2.32]],
  "mulliken_spin": [0.913, 0.002, 0.010, -0.029, 0.011, 0.001, 0.008, 0.006, 0.003, -0.002, -0.009, 0.025, -0.004, 0.014, -0.004, 0.063, -0.052, 0.003, 0.001, 0.000, 0.000, 0.000, 0.000, 0.001, 0.000, 0.000, 0.000, 0.005, 0.003, 0.001, 0.013, 0.001, 0.000, 0.000, 0.013, -0.004, 0.028, -0.018, 0.068, 0.150, 0.063, -0.018, 0.020, -0.027, 0.258, -0.067, 0.256, -0.049, -0.056, 0.242, -0.087, 0.226, -0.026, 0.000, -0.003, -0.001, 0.000, 0.004, -0.003, 0.038, 0.017, -0.002, 0.049, 0.019, -0.028, -0.002, -0.001, 0.002, 0.002, 0.027, -0.036, 0.016, -0.003, 0.000, -0.001, 0.003, -0.008, 0.025, 0.162, -0.073, 0.209, -0.069, 0.209, -0.029, 0.579, 0.000, -0.004, -0.005, 0.000, 0.000, 0.000, 0.005, -0.001, 0.000, 0.000, 0.000, 0.001, 0.000, 0.003, -0.001, 0.001, 0.000, -0.004, 0.035, -0.084],
  "multiplicity": 4,
  "s2": 3.834,
  "lumo_energy_ev": [0.10, -2.00],
  "e_tot_ha": -3710.53017,
  "orbital_gap_ev": [5.5, 5.1],
  "de_lowest_kj_mol": 129.1,
  "total_charge": 0,
  "homo_ev": [-5.37, -7.12]
}

***

# 4
{
  "formula": "CH2N2O2S",
  "method": "the ωB97M-V functional and the def2-TZVPD basis",
  "elements": ["C", "N", "N", "O", "O", "S", "H", "H"],
  "coordinates": [[-0.73, -1.57, 0.79], [-0.63, -0.31, 1.36], [-0.78, -2.67, 0.45], [0.05, 1.25, -1.09], [2.30, 1.62, -1.70], [0.99, 1.33, -2.15], [0.21, 0.14, 1.24], [-1.41, 0.22, 1.11]],
  "lowdin_charge": [-0.353, 0.107, 0.110, -0.445, -0.415, 0.884, 0.045, 0.067],
  "lumo_energy_ev": -1.55,
  "e_tot_ha": -697.45333,
  "orbital_gap_ev": 8.7,
  "de_lowest_kj_mol": 256.3,
  "total_charge": 0,
  "homo_ev": -10.30
}

***

# 5
{
  "formula": "C20H34ClIP3Ru",
  "method": "the ωB97M-V functional and the def2-TZVPD basis",
  "elements": ["C", "I", "H", "H", "H", "Ru", "P", "C", "C", "H", "H", "H", "H", "H", "H", "C", "H", "H", "H", "P", "C", "C", "H", "H", "H", "C", "H", "H", "H", "H", "H", "H", "Cl", "C", "P", "C", "C", "C", "C", "C", "C", "C", "C", "C", "C", "C", "C", "H", "H", "H", "H", "H", "H", "H", "H", "H", "H", "H", "H", "H"],
  "coordinates": [[-0.55, -0.27, -3.95], [-2.86, -0.20, -2.26], [0.54, -0.29, -3.95], [-0.87, 0.55, -4.66], [-0.95, -1.15, -4.48], [-0.16, -0.19, -1.69], [0.39, 2.06, -1.75], [-1.05, 3.14, -1.88], [1.40, 2.97, -0.54], [1.67, 3.96, -0.94], [1.60, 3.27, -3.41], [2.33, 2.44, -0.29], [2.20, 1.60, -3.18], [-1.48, 3.26, -0.87], [0.83, 3.12, 0.39], [1.32, 2.23, -3.29], [-0.73, 4.12, -2.25], [0.68, 1.88, -4.10], [-1.80, 2.71, -2.55], [0.33, -2.44, -1.40], [-1.15, -3.45, -1.22], [1.11, -2.81, -2.98], [2.40, -2.71, -0.11], [1.70, -4.27, -0.57], [0.94, -3.32, 0.74], [1.46, -3.26, -0.23], [1.97, -2.14, -3.06], [1.42, -3.86, -2.99], [-0.92, -4.45, -1.64], [-1.99, -3.00, -1.77], [0.36, -2.59, -3.74], [-1.43, -3.55, -0.16], [2.03, -0.10, -1.17], [-2.33, -0.69, 0.90], [-0.57, -0.13, 0.51], [-0.74, 1.47, 1.57], [0.17, 1.89, 2.57], [0.04, 3.07, 3.27], [-1.08, 3.92, 3.02], [-2.02, 3.52, 2.11], [-1.87, 2.29, 1.39], [0.20, -1.13, 1.95], [-0.50, -2.02, 2.80], [0.15, -2.78, 3.79], [1.56, -2.64, 3.97], [2.25, -1.72, 3.18], [1.58, -0.98, 2.21], [-3.00, -0.20, 0.17], [-2.63, -0.37, 1.91], [-2.49, -1.76, 0.78], [1.02, 1.24, 2.79], [0.77, 3.37, 4.04], [-1.19, 4.87, 3.57], [-2.91, 4.11, 1.90], [-2.65, 1.98, 0.71], [-1.56, -2.12, 2.71], [-0.42, -3.45, 4.43], [2.06, -3.23, 4.75], [3.32, -1.56, 3.34], [2.11, -0.24, 1.59]],
  "mulliken_spin": [0.424, 0.696, 0.022, 0.004, 0.004, 1.306, 0.102, 0.032, -0.016, 0.001, 0.003, 0.000, 0.000, 0.016, 0.024, 0.016, 0.009, -0.003, 0.000, 0.079, 0.043, 0.021, 0.001, 0.002, 0.000, -0.003, 0.003, 0.006, 0.010, -0.003, -0.009, 0.007, 0.125, 0.015, 0.070, 0.098, 0.201, 0.222, 0.137, 0.067, 0.158, 0.027, 0.003, 0.001, 0.001, 0.002, -0.008, 0.054, 0.005, -0.018, 0.046, -0.019, 0.006, 0.002, 0.007, 0.001, 0.000, 0.000, 0.000, 0.000],
  "multiplicity": 5,
  "s2": 6.034,
  "lumo_energy_ev": [-10.14, -13.62],
  "e_tot_ha": -2658.20482,
  "orbital_gap_ev": [7.5, 4.0],
  "de_lowest_kj_mol": 196.4,
  "total_charge": 3,
  "homo_ev": [-17.60, -17.63]
}

***

# 6
{
  "formula": "I3N",
  "method": "the ωB97M-V functional and the def2-TZVPD basis",
  "elements": ["N", "I", "I", "I"],
  "coordinates": [[0.34, -0.01, -0.55], [0.48, 1.87, 0.20], [1.33, -1.39, 0.27], [-2.15, -0.47, 0.07]],
  "lowdin_charge": [-1.500, 0.582, 0.711, 0.207],
  "lumo_energy_ev": [-2.21, -2.48],
  "e_tot_ha": -947.71767,
  "orbital_gap_ev": [7.1, 6.8],
  "de_lowest_kj_mol": 98.0,
  "total_charge": 0,
  "homo_ev": [-9.27, -9.24]
}